Molecular formula: C34H54BaN6O6P2S
Method: DFT, wB97M-V/def2-TZVPD

ORCA input file:
```
! RIJCOSX wB97M-V def2-TZVPD def2/J DEFGRID3
* xyz 2 1
Ba -0.2278 -0.2385 0.7480
N -1.4361 -0.3016 -1.8406
C -2.1971 -1.5236 -2.1720
C -1.2761 -2.7139 -2.4410
C -0.8138 -3.4605 -1.1912
N 0.2870 -2.7729 -0.4791
H -2.1048 0.4432 -1.6541
H -0.9242 -0.0100 -2.6669
H -2.8348 -1.3690 -3.0473
H -2.8498 -1.7495 -1.3246
H -0.4024 -2.3757 -3.0082
H -1.8137 -3.4254 -3.0684
H -0.5177 -4.4741 -1.4790
H -1.6567 -3.5436 -0.5033
H 1.1144 -2.8073 -1.0675
H 0.5050 -3.3196 0.3517
C -5.5505 -0.2632 2.1533
C -5.1735 -1.5137 2.9281
C -6.2501 -2.5780 2.8699
O -3.9650 -2.1196 2.3796
P -2.5315 -1.4795 2.3369
O -2.3070 -0.5547 1.2107
C -2.2220 -0.7079 3.9503
P -0.4564 -0.3237 4.0665
O 0.1974 0.0509 2.7951
O -0.2478 0.8505 5.0810
C -0.6223 0.8238 6.4953
C -1.7946 1.7661 6.6991
C 0.5954 1.2422 7.2959
O 0.0912 -1.6568 4.7084
C 1.5313 -1.7366 5.0204
C 1.6628 -2.5221 6.3081
C 2.2920 -2.3639 3.8647
O -1.5862 -2.7364 2.2181
C -1.9267 -4.0368 2.8481
C -0.6575 -4.6624 3.3835
C -2.6091 -4.9213 1.8228
H -6.4499 0.1703 2.5878
H -5.7480 -0.5119 1.1102
H -4.7529 0.4833 2.1829
H -4.9720 -1.2554 3.9734
H -6.4317 -2.8641 1.8338
H -7.1723 -2.1851 3.2950
H -5.9559 -3.4631 3.4330
H -2.4909 -1.3800 4.7656
H -2.8006 0.2147 4.0245
H -0.9048 -0.2011 6.7567
H -1.5374 2.7541 6.3168
H -2.0190 1.8515 7.7609
H -2.6921 1.4133 6.1880
H 0.9209 2.2338 6.9814
H 1.4202 0.5439 7.1532
H 0.3446 1.2731 8.3549
H 1.8965 -0.7153 5.1645
H 1.2608 -3.5282 6.1825
H 1.1224 -2.0335 7.1192
H 2.7132 -2.5998 6.5845
H 1.9904 -3.4006 3.7179
H 3.3562 -2.3448 4.0986
H 2.1338 -1.7982 2.9451
H -2.6134 -3.8406 3.6738
H 0.0506 -4.8445 2.5729
H -0.8999 -5.6190 3.8444
H -0.2005 -4.0198 4.1299
H -1.9155 -5.1798 1.0222
H -3.4809 -4.4255 1.3995
H -2.9324 -5.8438 2.3036
C 4.2323 1.6046 -3.7579
C 3.8012 2.8783 -3.3976
C 2.6586 3.0376 -2.6396
C 1.9463 1.9097 -2.2180
C 2.3772 0.6356 -2.5909
C 3.5186 0.4841 -3.3540
N 0.7672 1.9548 -1.4602
N 0.3125 3.0904 -1.2421
C -0.8598 3.2046 -0.4888
C -1.6961 4.2778 -0.7950
C -2.8485 4.4619 -0.0526
C -3.1148 3.5945 0.9985
C -2.2134 2.5737 1.2396
N -1.1212 2.3555 0.5125
H 5.1169 1.4893 -4.3702
H 4.3574 3.7471 -3.7230
H 2.3030 4.0214 -2.3683
H 1.7900 -0.2143 -2.2643
H 3.8526 -0.5023 -3.6485
H -1.4360 4.9330 -1.6141
H -3.5225 5.2759 -0.2821
H -3.9905 3.7219 1.6192
H -2.3821 1.8815 2.0580
S 5.3773 -1.0691 -0.1195
C 3.7167 -1.3628 0.2489
N 2.9978 -0.3351 0.5572
C 3.7713 0.8137 0.5594
C 3.3395 2.0929 0.9177
C 4.2475 3.1279 0.9069
C 5.5803 2.9164 0.5337
C 6.0295 1.6619 0.1756
C 5.1158 0.6131 0.2045
H 3.3288 -2.3732 0.2179
H 2.3031 2.2335 1.2026
H 3.9353 4.1224 1.1981
H 6.2715 3.7484 0.5397
H 7.0593 1.5015 -0.1141
*
```

Computed properties:
Energy relative to the best compared isomer or geometry (same formula, charge and spin) = 0.00 kJ/mol
E = -3214.1609 Eh
LUMO energy = -5.2 eV
Orbital gap = 7.777 eV
Max |F| = 9.79 eV/Å



Molecular formula: C34H55F5NO6P
Method: DFT, wB97M-V/def2-TZVPD

ORCA input file:
```
! RIJCOSX wB97M-V def2-TZVPD def2/J DEFGRID3
* xyz 0 1
C -1.2634 1.2564 5.0362
C 0.2718 1.2227 4.5176
C 0.4742 1.8039 3.0343
F 1.8498 2.2320 2.9568
C 0.0402 0.7889 1.8422
C 0.0662 -0.7811 2.1734
F -0.2392 -1.5983 1.0201
F -0.9539 -1.1717 3.1182
C 1.5467 -1.2977 2.6283
F 2.0062 -2.2980 1.6982
F 1.3221 -2.0370 3.8526
C -1.4770 1.3480 1.5851
N -1.2779 2.5895 0.7293
C 0.1618 2.7316 0.3615
O 0.8293 3.7508 0.0991
C 0.5556 1.1496 0.3308
C 2.0073 0.6985 -0.1447
C 3.2475 1.6004 0.3124
C 4.2819 0.8837 1.3240
C 5.0441 1.7863 2.3599
C 6.1056 1.2312 3.3584
C 6.4120 -0.2973 3.3552
C 5.6607 -1.2135 2.3450
C 4.6328 -0.6245 1.3441
P -0.6424 0.6657 -1.1247
C -0.0774 -0.9045 -1.9984
C -0.6829 2.0498 -2.4287
H -1.5739 2.3080 5.3479
H -1.9997 0.7458 4.3353
H -1.2652 0.6270 6.0081
H 0.8305 1.9618 5.2128
H 0.7415 0.2052 4.7119
H -0.1554 2.7734 3.0315
H 2.2945 -0.4474 2.7598
H -2.2486 0.5781 1.2026
H -2.0333 1.7914 2.4792
H -1.7234 3.4323 1.1135
H 2.1793 -0.3938 0.1338
H 2.0104 0.7289 -1.3017
H 2.9883 2.6026 0.7829
H 3.8804 1.8485 -0.6255
H 4.8344 2.9176 2.3507
H 6.6787 1.9101 4.0845
H 7.1957 -0.7097 4.0751
H 5.9193 -2.3205 2.3572
H 4.0993 -1.3187 0.6066
H 0.5135 -0.6064 -2.9512
H -0.9184 -1.6040 -2.3210
H 0.6656 -1.5047 -1.3535
H 0.3434 2.4990 -2.6668
H -1.0937 1.5910 -3.4016
H -1.4397 2.8250 -2.0704
C 9.2868 4.8383 4.6825
C 8.7704 4.2356 3.4029
O 8.0824 3.2309 3.4090
C 9.1373 4.9232 2.1152
H 8.9445 4.2388 5.5288
H 10.3788 4.8439 4.6764
H 8.9037 5.8547 4.7957
H 10.2227 4.9327 1.9951
H 8.7476 5.9435 2.1145
H 8.6969 4.3796 1.2766
C -4.8878 -2.1529 -2.6149
C -3.9185 -1.0762 -3.0198
O -2.7513 -1.1048 -2.6632
C -4.4458 0.0382 -3.8827
H -4.3720 -2.8903 -1.9955
H -5.7035 -1.7189 -2.0358
H -5.2788 -2.6533 -3.5022
H -5.2430 0.5687 -3.3585
H -4.8170 -0.3658 -4.8246
H -3.6386 0.7428 -4.0974
C -8.1094 0.5006 -7.6849
C -6.9353 1.1121 -6.9674
O -6.5293 0.6547 -5.9146
C -6.2828 2.3110 -7.6024
H -8.4779 -0.3539 -7.1130
H -8.9131 1.2344 -7.7751
H -7.8012 0.1535 -8.6734
H -7.0054 3.1252 -7.6889
H -5.8936 2.0443 -8.5873
H -5.4524 2.6449 -6.9765
C 3.6968 -5.9344 2.5659
C 4.9998 -6.6689 2.7080
O 5.0968 -7.8516 2.4385
C 6.1803 -5.8751 3.1997
H 2.9292 -6.6213 2.2033
H 3.3845 -5.5412 3.5357
H 3.8076 -5.1211 1.8453
H 5.9712 -5.4791 4.1959
H 6.3945 -5.0599 2.5051
H 7.0563 -6.5246 3.2585
C -9.8727 -3.8487 -2.7217
C -8.8992 -2.7731 -3.1251
O -7.7367 -2.8054 -2.7669
C -9.4196 -1.6552 -3.9896
H -9.3596 -4.5869 -2.1017
H -10.6896 -3.4126 -2.1429
H -10.2634 -4.3489 -3.6104
H -10.2165 -1.1215 -3.4672
H -9.7904 -2.0581 -4.9348
H -8.6088 -0.9540 -4.2018
*
```

Computed properties:
SMILES = CC[C@@H](F)[C@@]1(C(F)(F)C(F)F)CNC(=O)[C@]1(CCc1ccccc1)P(C)C.CC(C)=O.CC(C)=O.CC(C)=O.CC(C)=O.CC(C)=O
E = -2675.1042 Eh
LUMO energy = 0.6 eV
Orbital gap = 7.554 eV
Max |F| = 4.12 eV/Å



Molecular formula: C34H55GdN3OPS4Si
Method: DFT, wB97M-V/def2-TZVPD

ORCA input file:
```
! RIJCOSX wB97M-V def2-TZVPD def2/J DEFGRID3
* xyz 2 8
Gd 0.0199 -0.0611 -0.8283
C -0.1087 -4.3201 -2.3417
C -1.5985 -4.0135 -2.4796
S -2.0783 -2.8482 -1.1893
C -3.7400 -2.3705 -1.6878
C -3.7512 -1.3057 -2.7704
S -3.0082 0.2455 -2.2050
C -2.7110 1.0210 -3.8098
C -1.7676 0.2928 -4.7602
S -0.1552 -0.1130 -4.0390
C 0.0960 -1.7800 -4.6935
C 1.2522 -2.4630 -3.9801
S 1.0026 -2.8975 -2.2405
H 0.2235 -4.9585 -3.1618
H 0.0637 -4.8835 -1.4228
H -2.1579 -4.9397 -2.3389
H -1.8422 -3.6289 -3.4686
H -4.2496 -2.0253 -0.7861
H -4.2790 -3.2553 -2.0286
H -4.7763 -1.0932 -3.0778
H -3.2037 -1.6725 -3.6387
H -2.3277 2.0153 -3.5948
H -3.6711 1.1635 -4.3096
H -1.6156 0.9250 -5.6351
H -2.2118 -0.6354 -5.1190
H 0.3238 -1.7191 -5.7586
H -0.8235 -2.3516 -4.5835
H 2.1302 -1.8151 -3.9874
H 1.5267 -3.3754 -4.5121
C 1.0050 1.3219 0.9100
Si 0.1853 1.1322 2.5499
C 0.1439 -0.7381 2.7286
N -0.5118 -1.4341 1.5864
C -1.9891 -1.3588 1.7834
C -2.4774 -1.9973 3.0868
C -1.7054 -3.2879 3.4087
C -1.0792 -3.8562 2.1412
C -0.0834 -2.8707 1.5291
C 1.2025 1.8258 3.9461
C 0.7595 2.9089 4.7082
C 1.5442 3.4379 5.7248
C 2.7881 2.8909 5.9955
C 3.2524 1.8178 5.2459
C 2.4659 1.2961 4.2319
C -1.5178 1.8881 2.4667
C -2.3972 1.8200 3.5526
C -3.7030 2.2737 3.4483
C -4.1622 2.8038 2.2490
C -3.3066 2.8946 1.1621
C -1.9974 2.4440 1.2775
H 2.0266 0.9290 0.9423
H 1.0345 2.3458 0.5379
H -0.2659 -1.0675 3.6867
H 1.1983 -1.0349 2.7513
H -2.4555 -1.8677 0.9448
H -2.2943 -0.3132 1.7367
H -3.5428 -2.2068 2.9704
H -2.4091 -1.2866 3.9118
H -2.3693 -4.0214 3.8643
H -0.9208 -3.0945 4.1438
H -1.8643 -4.0933 1.4200
H -0.5553 -4.7912 2.3464
H 0.1235 -3.1451 0.4892
H 0.8658 -2.9400 2.0632
H -0.2102 3.3503 4.5103
H 1.1818 4.2747 6.3069
H 3.3963 3.2987 6.7920
H 4.2229 1.3899 5.4602
H 2.8505 0.4536 3.6634
H -2.0635 1.4064 4.4988
H -4.3660 2.2171 4.3016
H -5.1818 3.1568 2.1692
H -3.6572 3.3266 0.2330
H -1.3322 2.5592 0.4246
C 2.4115 5.1162 -2.3664
N 1.3040 4.1724 -2.2546
C -0.0317 4.4707 -2.3341
C -0.6923 3.2993 -2.1318
N 0.2167 2.2809 -1.9350
C 1.4022 2.8569 -2.0070
H 2.0451 6.0261 -2.8328
H 3.1879 4.6911 -2.9976
H 2.8074 5.3539 -1.3814
H -0.3819 5.4711 -2.5176
H -1.7579 3.1527 -2.0814
H 2.3482 2.3528 -1.8961
C 4.6050 0.8558 -0.6695
P 3.6939 -0.6315 -1.0654
C 4.5993 -1.4888 -2.3428
C 3.7091 -1.6736 0.3891
O 2.2706 -0.3260 -1.5138
H 5.5942 0.5994 -0.2877
H 4.0752 1.4330 0.0890
H 4.7339 1.4671 -1.5637
H 5.6363 -1.6436 -2.0422
H 4.5862 -0.9040 -3.2632
H 4.1368 -2.4595 -2.5257
H 4.7206 -1.7915 0.7784
H 3.3009 -2.6522 0.1331
H 3.0890 -1.2242 1.1674
*
```

Computed properties:
Energy relative to the best compared isomer or geometry (same formula, charge and spin) = 0.00 kJ/mol
E = -4557.0179 Eh
LUMO energy (spin up / spin down) = -3.9 / -5.7 eV
Orbital gap (spin up / spin down) = 9.026 / 7.130 eV
Expectation value of S² = 16.1126
Max |F| = 0.28 eV/Å



Molecular formula: C34H55N3O3P
Method: DFT, wB97M-V/def2-TZVPD

ORCA input file:
```
! RIJCOSX wB97M-V def2-TZVPD def2/J DEFGRID3
* xyz 1 1
C -3.6311 0.3153 3.6459
C -2.4160 0.5249 3.7456
C -0.8571 0.4638 3.8679
C -0.2457 -0.2103 2.5337
N -0.6029 -1.5998 2.2648
C -0.8303 -2.3272 3.3291
C -2.2531 -3.0147 3.4764
C 0.1913 -2.6437 4.4794
O -1.0302 0.4851 1.5181
C -0.4405 1.7188 1.0058
C -1.0047 1.6806 -0.4901
C -2.5829 1.8319 -0.5448
C -3.2502 1.2274 -1.8444
C -4.8398 1.2401 -1.5771
C -5.4581 -0.2297 -1.5019
C -5.8708 -0.6541 -2.9894
C -4.8340 -1.7537 -3.4905
C -5.3467 -3.1911 -3.0068
C -4.9268 -4.2679 -4.1080
N -0.9882 2.8548 1.7874
C -0.8277 3.9542 1.2078
O -0.5990 4.8420 0.4544
C 1.1065 1.3563 1.1203
C 2.1835 2.4951 1.3189
O 3.4131 2.2949 0.5923
C 3.1990 2.3411 -0.7959
C 2.0622 3.0175 -1.4755
C 1.8361 3.0521 -2.9482
C 0.5845 3.8028 -3.5483
C 2.8227 2.3757 -3.8325
C 3.9857 1.7046 -3.1854
C 4.2091 1.6541 -1.6987
C 5.4835 0.9384 -1.0842
C 6.4492 0.3476 -2.1885
C 5.0977 -0.2603 -0.1050
N 1.1404 0.3083 2.2303
P 2.5710 -0.7657 2.1357
C 3.3041 -1.1806 3.8105
C 4.8951 -1.2715 3.5737
C 2.3269 -2.2504 1.0295
C 1.4002 -2.0137 -0.2376
H -4.6591 -0.1168 3.6964
H -0.5333 1.5501 3.9495
H -0.5147 -0.0358 4.8122
H -2.0997 -3.9207 4.1451
H -2.9830 -2.3552 4.0165
H -2.6462 -3.3989 2.4975
H -0.2747 -3.1971 5.3458
H 1.0242 -3.2737 4.0350
H 0.6957 -1.7363 4.9163
H -0.7207 0.7132 -0.9969
H -0.5694 2.5252 -1.1081
H -2.7935 2.9494 -0.5765
H -3.0465 1.4604 0.4084
H -3.1011 1.8787 -2.7603
H -2.9010 0.1778 -2.0353
H -5.3948 1.8493 -2.3415
H -5.0440 1.7432 -0.5780
H -6.3082 -0.2972 -0.7689
H -4.6331 -0.8997 -1.1004
H -6.9435 -1.0159 -3.0022
H -5.7956 0.2175 -3.7081
H -3.7990 -1.6057 -3.0494
H -4.7484 -1.6638 -4.6097
H -4.8753 -3.3795 -1.9966
H -6.4540 -3.1116 -2.8424
H -5.7669 -5.0145 -4.1742
H -4.8086 -3.7533 -5.0958
H -3.9777 -4.7751 -3.7760
H 1.2949 0.7313 0.2070
H 2.4854 2.5368 2.4141
H 1.8163 3.5295 1.0684
H 1.3078 3.5675 -0.8460
H 0.0717 4.4389 -2.7783
H -0.0979 3.0067 -3.9700
H 0.9734 4.5020 -4.3415
H 2.6362 2.4056 -4.9341
H 4.7260 1.2185 -3.8794
H 6.0457 1.7331 -0.5236
H 6.8247 1.1895 -2.8472
H 5.9139 -0.4304 -2.8112
H 7.3355 -0.1712 -1.7227
H 5.7163 -1.1843 -0.2742
H 5.2903 0.0656 0.9566
H 4.0089 -0.4774 -0.2831
H 1.3509 0.8650 3.0827
H 3.1330 -0.3063 4.4989
H 3.0081 -2.1747 4.2391
H 5.0098 -1.8260 2.5873
H 5.4066 -1.8774 4.3638
H 5.3511 -0.2594 3.3984
H 1.8393 -3.0704 1.6463
H 3.3081 -2.6917 0.6754
H 0.9445 -3.0190 -0.4944
H 0.5517 -1.3026 -0.0563
H 1.9937 -1.7064 -1.1535
*
```

Computed properties:
E = -2059.2795 Eh
LUMO energy = -3.0 eV
Orbital gap = 7.608 eV
Max |F| = 4.23 eV/Å